--- P ---
Below is a structure of composition C6H9I, with properties calculated with ωB97M-V/def2-TZVPD.

```
! wB97M-V def2-TZVPD RIJCOSX def2/J DEFGRID3
* xyz 0 1
I 0.84 3.57 0.37
C -1.46 -0.67 1.17
C -0.67 1.15 -0.93
C 0.31 0.17 -0.22
C -0.05 -0.72 0.69
C 1.68 0.19 -0.74
C -0.40 1.87 0.29
H 1.67 -0.38 -1.63
H 1.82 1.30 -0.88
H -1.65 -1.45 2.05
H 0.56 -1.47 1.20
H -2.14 -1.24 0.46
H -1.75 0.34 1.29
H -1.70 0.76 -1.09
H -0.16 1.49 -1.88
H 2.30 -0.11 0.10
*
```

Output
E_LUMO = -0.0125 Eh
gap between HOMO and LUMO = 7.3 eV

Atomic partial charges in e from the Löwdin method, atoms 1 to 4: number 1, I, carries 0.756; number 2, C, carries -0.109; number 3, C, carries -0.272; number 4, C, carries -0.450

***

--- Q ---
Below is a structure of composition C6H9I, with properties calculated with ωB97M-V/def2-TZVPD.

```
! wB97M-V def2-TZVPD RIJCOSX def2/J DEFGRID3
* xyz 0 1
I -3.74 -0.17 -0.48
C -0.95 1.61 0.44
C 1.26 -0.27 -0.89
C -0.84 0.15 0.45
C -0.96 -1.00 1.31
C -0.43 -1.83 0.30
C -0.20 -0.61 -0.63
H -0.50 -2.86 0.21
H 1.79 0.41 -0.15
H 1.79 -1.27 -0.82
H -1.28 -1.04 2.31
H 0.00 2.20 0.60
H -1.70 1.91 1.16
H -0.69 -0.61 -1.64
H 1.37 0.30 -1.73
H -1.26 1.85 -0.50
*
```

Output
E_LUMO (alpha / beta) = -0.0679 / -0.0601 Eh
gap between HOMO and LUMO (alpha / beta) = 6.0 / 6.3 eV

Atomic partial charges in e from the Löwdin method, atoms 1 to 4: number 1, I, carries -0.054; number 2, C, carries -0.088; number 3, C, carries -0.052; number 4, C, carries -0.317

***

Short version: P is the least stable of them.

***

--- P ---
Below is an isolated molecule of C26H34N2O4, with properties calculated with ωB97M-V/def2-TZVPD.

```
! wB97M-V def2-TZVPD RIJCOSX def2/J DEFGRID3
* xyz 0 1
O 3.19 2.09 -1.67
O 1.29 0.43 2.71
O -4.79 -1.19 -1.58
O 2.05 3.29 0.43
N -1.44 -1.14 1.04
N 1.40 -1.24 1.15
C 2.18 -3.12 -0.86
C 1.41 0.53 -1.82
C 0.78 -0.45 2.04
C -0.44 0.65 -0.27
C 4.82 -0.02 0.48
C 3.58 -0.14 1.06
C -0.68 -0.84 2.25
C 6.56 -0.71 -1.20
C 1.68 3.70 1.73
C -3.08 1.22 -1.54
C -3.99 2.10 -0.68
C -3.60 -2.13 0.29
C -4.93 0.05 0.42
C -5.26 1.34 -0.32
C -2.66 -1.84 1.45
C 2.69 -1.13 0.62
C -2.74 -0.11 -0.86
C 1.36 2.24 -0.13
C -1.74 0.10 0.29
C 3.09 -2.02 -0.39
C 4.35 -1.87 -0.95
C 0.21 0.04 -1.33
C -4.02 -0.84 -0.43
C 0.14 1.77 0.32
C 5.23 -0.87 -0.54
C 2.00 1.63 -1.22
H 1.90 -3.77 -0.03
H -0.67 -1.74 2.87
H 2.48 4.35 2.07
H -3.47 2.40 0.23
H 1.59 2.83 2.39
H -4.25 -1.73 -2.17
H -3.20 -1.27 2.23
H -3.09 -2.78 -0.42
H -2.25 -0.75 -1.61
H -1.16 -0.03 2.84
H 2.69 -3.72 -1.60
H 1.91 0.06 -2.64
H -0.35 2.25 1.15
H -4.44 0.28 1.36
H -5.84 -0.50 0.63
H 5.49 0.75 0.82
H 0.79 -1.89 0.66
H 7.31 -0.37 -0.48
H -5.81 1.09 -1.23
H 1.28 -2.71 -1.31
H -2.35 -2.79 1.90
H -2.16 0.84 0.99
H -3.61 1.00 -2.47
H -4.48 -2.65 0.66
H 6.49 0.04 -1.99
H 3.27 0.52 1.84
H 6.90 -1.64 -1.64
H -5.90 1.96 0.31
H 4.65 -2.55 -1.73
H 0.74 4.25 1.72
H -4.24 3.00 -1.23
H 3.47 2.81 -1.07
H -0.21 -0.84 -1.79
H -2.16 1.75 -1.79
*
```

Output
E_LUMO = 0.0227 Eh
SMILES = COc1cc([C@H]2[C@@H]3CCCC[C@]3(O)CCN2CC(=O)Nc2ccc(C)cc2C)ccc1O
gap between HOMO and LUMO = 8.3 eV

Atomic partial charges in e from the Löwdin method, atoms 1 to 4: number 1, O, carries 0.081; number 2, O, carries 0.054; number 3, O, carries 0.005; number 4, O, carries -0.086

***

--- Q ---
Below is a structure of composition C26H34N2O4, with properties calculated with ωB97M-V/def2-TZVPD.

```
! wB97M-V def2-TZVPD RIJCOSX def2/J DEFGRID3
* xyz 0 1
O -1.35 -0.81 4.29
O -3.20 -1.54 2.35
O 2.36 1.32 0.79
O -2.53 -1.33 -0.06
N 2.95 -0.58 0.50
N 2.48 -1.43 -1.76
C -0.39 -0.74 5.44
C -0.37 4.68 -3.74
C 0.30 -0.13 2.59
C 1.83 0.30 0.80
C -1.07 -0.74 6.70
C -3.79 -0.70 3.06
C 2.60 -2.06 0.55
C 1.28 -0.19 -3.66
C 1.40 0.79 -2.75
C 0.19 2.65 -4.34
C -0.48 -0.63 0.23
C 0.71 3.32 -2.20
C 2.21 -2.65 -1.02
C -0.42 3.66 -4.70
C 0.57 1.97 -3.24
C 4.01 -0.53 -0.16
C -2.34 -1.14 -1.46
C -3.56 -1.36 -2.26
C -0.94 -0.87 2.95
C -0.10 4.47 -2.33
C -1.61 -0.97 0.70
C 3.83 -1.00 -1.71
C 1.82 -1.49 -3.20
C -1.88 -1.14 1.95
C 0.62 -0.17 1.24
C -4.20 0.53 2.17
H -1.51 -1.86 -1.88
H 3.55 -2.44 1.08
H -3.47 -1.30 -3.38
H -5.08 1.12 2.76
H 1.00 -0.39 -4.63
H -3.52 -0.27 4.01
H 0.53 -1.54 5.22
H 4.48 -1.77 -1.99
H 1.90 -2.44 1.21
H 1.07 -0.15 3.45
H -3.59 1.18 2.08
H -1.95 0.00 -1.75
H -0.93 5.51 -4.01
H -0.21 5.16 -1.72
H -1.34 -1.72 6.71
H -2.02 -0.23 6.66
H -4.61 0.37 1.35
H 2.92 -3.36 -1.29
H 1.46 0.85 -1.75
H 4.08 -0.02 -2.32
H -0.98 3.84 -5.57
H -0.10 -0.52 -0.72
H -0.36 -0.63 7.54
H -5.05 -1.14 3.23
H 2.81 -1.81 -3.94
H 4.03 0.82 -0.18
H 0.02 0.58 5.30
H 1.29 -2.87 -0.92
H 0.94 2.95 -1.29
H 1.16 -2.36 -3.14
H -3.83 -2.28 -2.19
H -4.44 -0.66 -2.04
H 0.05 1.75 -5.18
H 4.89 -0.66 0.22
*
```

Output
E_LUMO = 0.0139 Eh
gap between HOMO and LUMO = 8.3 eV

Atomic partial charges in e from the Löwdin method, atoms 1 to 4: number 1, O, carries -0.123; number 2, O, carries 0.014; number 3, O, carries 0.128; number 4, O, carries 0.062

***

Short version: Q is the least stable of them.

***

--- P ---
Below is a structure of composition B4CaF12H4, with properties calculated with ωB97M-V/def2-TZVPD.

```
! wB97M-V def2-TZVPD RIJCOSX def2/J DEFGRID3
* xyz -2 1
Ca 0.07 -0.29 0.12
F 0.17 1.88 0.83
F -2.33 -0.09 -0.31
F -2.32 0.68 -2.50
F 0.24 1.37 -1.31
F 3.81 -1.42 -0.57
F -1.23 -1.08 -1.76
F -3.32 -1.37 -1.95
F 1.74 -0.86 -1.56
F 1.79 -1.92 0.29
F 2.31 0.08 0.33
F 1.54 2.96 -0.51
F -0.69 3.28 -0.52
B -0.46 -0.85 2.37
B -2.37 -0.41 -1.65
B 2.51 -1.00 -0.44
B 0.30 2.41 -0.38
H 0.04 -1.73 2.00
H -1.29 -0.55 1.75
H -0.77 -1.04 3.39
H 0.26 -0.04 2.37
*
```

Output
E_LUMO = 0.2111 Eh
gap between HOMO and LUMO = 9.8 eV

Atomic partial charges in e from the Löwdin method, atoms 1 to 4: number 1, Ca, carries 1.559; number 2, F, carries 0.129; number 3, F, carries 0.091; number 4, F, carries 0.137

***

--- Q ---
Below is a structure of composition B4CaF12H4, with properties calculated with ωB97M-V/def2-TZVPD.

```
! wB97M-V def2-TZVPD RIJCOSX def2/J DEFGRID3
* xyz -2 1
Ca -0.06 0.26 0.31
F -0.42 4.09 1.94
F 4.15 0.87 -4.84
F -1.14 4.53 -0.18
F 2.52 -2.98 4.70
F 0.72 -1.82 4.08
F 1.64 -3.05 2.57
F -2.42 3.51 1.40
F 2.55 -1.25 3.16
F 3.04 -1.02 -4.77
F 3.32 -0.04 -2.85
F 1.93 0.87 -4.26
F -2.00 5.65 1.59
B -1.47 4.50 1.12
B -3.49 -2.39 -0.69
B 3.17 0.17 -4.17
B 1.87 -2.33 3.68
H -3.48 -1.51 -1.32
H -2.59 -2.94 -0.95
H -4.38 -2.96 -0.89
H -3.47 -2.17 0.37
*
```

Output
E_LUMO = 0.0072 Eh
gap between HOMO and LUMO = 4.8 eV

Atomic partial charges in e from the Löwdin method, atoms 1 to 4: number 1, Ca, carries 1.859; number 2, F, carries 0.070; number 3, F, carries 0.112; number 4, F, carries 0.152

***

Short version: Q is the least stable of them.

***

--- P ---
Below is a cluster of 2 separate species, C6H16 in total, with properties calculated with ωB97M-V/def2-TZVPD.

```
! wB97M-V def2-TZVPD RIJCOSX def2/J DEFGRID3
* xyz 0 1
C -0.04 2.89 0.82
C 0.34 3.68 -0.48
C -1.49 -1.94 -0.37
C -0.10 -1.56 0.11
C 0.84 -1.13 -1.02
C 0.49 -2.70 0.94
H 0.52 -3.61 0.34
H -0.21 -0.74 0.81
H 0.67 3.00 1.63
H 0.97 -1.97 -1.70
H 0.45 -0.31 -1.60
H -2.24 -1.15 -0.28
H -1.55 -2.26 -1.41
H -1.90 -2.78 0.20
H -0.18 1.84 0.56
H -0.45 4.39 -0.69
H 1.75 -0.77 -0.54
H -1.00 3.24 1.17
H 1.25 4.25 -0.26
H 1.50 -2.48 1.29
H 0.49 3.02 -1.32
H -0.11 -2.92 1.81
*
```

Output
E_LUMO = 0.0386 Eh
SMILES = CC(C)C.CC
gap between HOMO and LUMO = 12.2 eV

Atomic partial charges in e from the Löwdin method, atoms 1 to 4: number 1, C, carries -0.149; number 2, C, carries -0.149; number 3, C, carries -0.089; number 4, C, carries -0.498

***

--- Q ---
Below is a cluster of 2 separate species, C6H16 in total, with properties calculated with ωB97M-V/def2-TZVPD.

```
! wB97M-V def2-TZVPD RIJCOSX def2/J DEFGRID3
* xyz 0 1
C -0.91 -1.59 0.87
C 2.22 1.92 -0.46
C 1.54 1.59 -1.79
C -0.63 -1.04 2.28
C -2.30 -1.51 0.30
C 0.25 0.73 -1.51
H 2.76 2.85 -0.60
H -2.50 -1.95 -0.68
H -1.52 -1.00 2.91
H -0.45 -2.59 1.00
H -0.63 1.15 -1.04
H 2.73 1.09 0.03
H -3.10 -1.98 0.88
H 0.75 0.03 -0.81
H -2.52 -0.44 0.23
H 0.03 -1.71 2.79
H 2.05 0.98 -2.53
H 0.08 -0.03 -2.26
H -0.21 -0.03 2.21
H 1.45 2.18 0.29
H 1.12 2.50 -2.22
H -0.22 -1.17 0.11
*
```

Output
E_LUMO = 0.0410 Eh
SMILES = CCC.CCC
gap between HOMO and LUMO = 11.7 eV

Atomic partial charges in e from the Löwdin method, atoms 1 to 4: number 1, C, carries -0.331; number 2, C, carries -0.129; number 3, C, carries -0.293; number 4, C, carries -0.108

***

Short version: Q is the least stable of them.